# 1
{
  "formula": "C6H6BN3O2",
  "method": "wB97M-V/def2-TZVPD",
  "multiplicity": 1,
  "gap_ev": 8.657,
  "total_energy_ha": -571.76220,
  "species": ["B", "C", "C", "C", "C", "C", "C", "N", "N", "N", "O", "O", "H", "H", "H", "H", "H", "H"],
  "positions_angstrom": [[-0.295, 1.125, -0.148], [-1.427, -0.075, -0.591], [-0.849, -1.473, -0.541], [2.464, 1.114, 0.300], [-2.710, 0.118, 0.081], [1.162, 0.637, 0.095], [1.269, -0.763, 0.036], [0.353, -1.756, -0.236], [3.298, 0.127, 0.285], [2.575, -0.988, 0.122], [-0.603, 2.412, 0.076], [-2.978, -0.693, 1.090], [-1.529, 0.018, -1.631], [-1.429, -2.269, -0.752], [2.675, 2.112, 0.422], [3.234, -1.740, 0.022], [-1.381, 2.826, -0.165], [-3.829, -0.732, 1.536]],
  "forces_ev_per_a": [[-0.003, -0.750, 0.454], [1.875, -1.028, 2.128], [2.657, 2.955, 1.726], [-1.986, -1.170, -0.475], [-2.518, 1.386, 0.377], [-2.942, -0.968, -0.181], [-0.163, 1.227, -0.768], [0.402, -0.934, -0.154], [1.435, 0.134, 0.325], [2.112, -0.330, 0.301], [2.505, -0.439, 0.496], [2.468, -1.383, -0.669], [-0.748, 1.013, -1.748], [-2.210, -2.548, -0.764], [1.105, 1.935, 0.256], [-1.011, -0.996, -0.018], [-2.666, 0.729, -0.687], [-0.312, 1.168, -0.598]]
}



# 2
{
  "formula": "C3H9N2",
  "method": "wB97M-V/def2-TZVPD",
  "multiplicity": 2,
  "gap_ev": [11.662, 9.159],
  "total_charge": 2,
  "s_squared": 0.76,
  "total_energy_ha": -228.46073,
  "species": ["C", "C", "C", "N", "N", "H", "H", "H", "H", "H", "H", "H", "H", "H"],
  "positions_angstrom": [[1.402, -0.775, 0.963], [0.313, 0.067, 0.452], [-0.431, -0.477, -0.630], [-1.435, 0.179, -1.499], [0.249, 1.356, 0.762], [1.865, -1.476, 0.257], [1.135, -1.433, 1.805], [2.270, -0.165, 1.228], [-0.491, -1.556, -0.708], [-2.340, -0.108, -1.079], [-1.435, -0.314, -2.401], [-1.405, 1.204, -1.523], [0.946, 1.694, 1.413], [-0.642, 1.803, 0.959]],
  "forces_ev_per_a": [[1.588, -0.632, -0.046], [0.641, 0.898, -1.144], [-1.036, -0.558, 0.320], [-0.007, -1.024, 1.638], [-0.513, -0.971, 1.127], [-0.647, 0.100, -0.387], [-0.341, 0.486, 0.113], [-0.265, 0.195, 0.505], [0.266, -0.006, -0.240], [-0.196, 0.364, -0.219], [0.176, 0.636, -0.480], [0.134, 0.007, -0.581], [0.402, 0.107, 0.193], [-0.204, 0.396, -0.798]]
}



# 3
{
  "formula": "C5H13NO2",
  "method": "wB97M-V/def2-TZVPD",
  "smiles": "C[C@@H](C=O)N(C)C.O",
  "multiplicity": 1,
  "gap_ev": 10.247,
  "total_energy_ha": -403.43198,
  "species": ["C", "N", "C", "C", "C", "C", "O", "H", "H", "H", "H", "H", "H", "H", "H", "H", "H", "H", "H", "H", "O"],
  "positions_angstrom": [[-0.590, -0.683, 1.382], [-0.456, 0.270, 0.149], [-1.313, 1.459, 0.451], [1.589, 0.952, 1.564], [0.924, 0.809, 0.205], [1.724, -0.122, -0.622], [2.819, -0.500, -0.340], [-1.309, -1.423, 0.777], [0.284, -1.478, 1.507], [-0.946, -0.317, 2.304], [-1.227, 1.916, 1.508], [-2.316, 1.148, 0.478], [-1.106, 2.237, -0.310], [1.682, 2.047, 1.844], [2.565, 0.502, 1.742], [0.972, 0.581, 2.470], [1.026, 1.870, -0.188], [1.284, -0.266, -1.563], [-1.850, -2.510, -5.095], [-1.756, -3.232, -3.655], [-2.002, -3.260, -4.608]],
  "forces_ev_per_a": [[-0.240, -4.618, -5.446], [0.833, 1.789, 3.568], [0.813, 0.364, 0.907], [-1.075, 1.641, 3.570], [0.914, 0.504, 0.810], [0.883, 1.499, 0.255], [0.844, -0.916, 0.067], [0.570, 1.330, 2.367], [-1.272, 2.329, -0.186], [-0.456, 0.631, 0.789], [0.679, -0.586, -1.366], [-1.558, -0.337, -0.609], [-0.430, -0.446, 0.446], [0.133, -1.127, -0.461], [-0.072, -0.076, -0.719], [0.750, 0.388, -1.659], [-0.525, -1.428, -0.475], [-0.792, -0.944, -1.861], [0.836, 2.982, -1.010], [-0.117, 0.688, -1.491], [-0.718, -3.666, 2.505]]
}